Entry from the Open Molecules 2025 dataset: C20H21N3O4S in the gas phase (the ωB97M-V functional and the def2-TZVPD basis).

Properties
**Relative energy (zero: lowest compared OMol25 entry of this formula, charge and spin)**: 227.2 kJ/mol
**LUMO energy**: 0.0171 Ha
**SMILES**: C=CCN1C(=O)[C@H](CC(=O)Nc2ccc(OC)cc2)N(Cc2ccco2)C1=S
**F_max**: 0.92 eV Å⁻¹
**Multiplicity**: 1
**Orbital gap**: 0.31682 Ha
**Total energy**: -44576.3617 eV
**Highest occupied orbital energy**: -8.155 eV

The geometry in XYZ format:
```
49
Properties=species:S:1:pos:R:3:forces:R:3
C -1.078831 -4.887699 1.814811 -0.025 -0.024 0.061
C -1.805410 -5.167201 0.751109 -0.120 0.074 -0.113
C -2.338769 -4.173381 -0.241231 -0.144 -0.215 -0.094
N -1.966142 -2.812769 0.055596 0.254 -0.108 -0.050
C -2.736957 -1.950388 0.790650 -0.074 0.356 0.255
O -3.851044 -2.161350 1.189251 -0.075 0.068 0.062
C -1.921620 -0.663986 0.898667 -0.392 0.291 0.087
N -0.665860 -1.020020 0.272538 -0.398 -0.304 -0.069
C -0.715738 -2.291178 -0.204317 0.198 0.151 -0.358
S 0.471502 -3.064397 -1.017092 0.358 -0.253 -0.189
C 0.593781 -0.443032 0.721339 0.151 -0.020 0.338
C 1.016710 -1.082674 2.002824 0.590 -0.487 -0.516
C 1.804746 -2.166600 2.256090 -0.254 0.531 -0.224
C 1.754579 -2.371717 3.656868 -0.328 0.315 0.349
C 0.934002 -1.405362 4.147534 0.424 -0.692 0.322
O 0.476160 -0.622846 3.156006 -0.265 0.431 -0.135
H 0.607442 -1.175267 5.141998 -0.091 0.115 0.102
H 2.258806 -3.134206 4.213357 0.085 -0.128 0.199
H 2.348256 -2.741478 1.535014 0.075 -0.067 -0.222
H 1.341348 -0.628400 -0.051964 -0.078 0.113 0.126
H 0.455913 0.629684 0.860974 0.053 -0.028 -0.094
C -2.663751 0.445394 0.123647 0.104 0.096 0.257
H -3.007564 0.055448 -0.836469 -0.007 -0.039 0.001
H -3.528189 0.751126 0.712417 0.037 0.035 -0.096
C -1.747613 1.648964 -0.086768 -0.451 -0.566 -0.201
O -1.711879 2.580094 0.685171 0.091 0.268 0.274
N -0.979955 1.519520 -1.199359 0.004 -0.163 -0.401
C 0.055677 2.352437 -1.653066 0.203 0.323 0.071
C 0.298241 3.614038 -1.129027 -0.198 -0.148 0.092
C 1.337634 4.387024 -1.618186 0.360 0.118 -0.259
C 2.150126 3.911715 -2.641066 -0.128 -0.109 0.059
C 1.901985 2.641623 -3.166652 0.082 0.208 0.033
C 0.869978 1.873540 -2.678889 -0.014 0.115 0.094
H 0.692095 0.890687 -3.092255 -0.008 -0.128 -0.052
H 2.537205 2.279547 -3.958846 0.074 -0.056 -0.100
O 3.194637 4.587808 -3.192778 -0.053 -0.270 -0.110
C 3.495892 5.873059 -2.705931 0.039 0.180 0.071
H 3.762996 5.848670 -1.644547 -0.025 0.005 -0.031
H 2.661308 6.565557 -2.855492 0.023 -0.026 0.021
H 4.353233 6.213234 -3.284538 -0.063 0.024 0.071
H 1.498357 5.362541 -1.188241 0.041 0.096 0.020
H -0.323353 3.992134 -0.335071 -0.021 0.003 0.021
H -1.068547 0.659978 -1.724055 -0.105 0.095 0.210
H -1.777336 -0.352189 1.938314 -0.048 -0.141 -0.069
H -1.960211 -4.420668 -1.239064 -0.103 0.070 0.113
H -3.432769 -4.213830 -0.250603 0.125 0.041 -0.051
H -2.070947 -6.188334 0.516416 0.013 -0.175 0.032
H -0.730243 -5.661469 2.475373 0.029 -0.210 0.103
H -0.789880 -3.883380 2.079544 0.054 0.237 -0.013
```
Positions in Å, forces in eV/Å.

Here are the Mulliken charges for atoms 1 to 6, given in e: -0.6707, 0.1176, -1.1692, 0.0866, 0.3330, -0.6339



Entry from the Open Molecules 2025 dataset: a gas-phase ion, C6H6N5O2S (charge -1) in a non-equilibrium geometry (the ωB97M-V functional and the def2-TZVPD basis).

Properties
**LUMO energy**: 0.1043 Ha
**SMILES**: [O-][N+]([O-])=NC1=NCCN1c1nccs1
**Charge**: -1
**F_max**: 4.61 eV Å⁻¹
**Multiplicity**: 1
**Orbital gap**: 0.26681 Ha
**Total energy**: -28696.6935 eV
**Highest occupied orbital energy**: -4.423 eV

The geometry in XYZ format:
```
20
Properties=species:S:1:pos:R:3:forces:R:3
C -0.081474 -3.291964 0.185376 0.996 -1.875 -1.448
C -1.155888 -3.027853 -0.572428 0.022 1.086 0.671
C 0.074076 -1.113614 0.311236 -2.384 -0.752 -0.887
C 2.095708 0.305188 -0.027031 -2.784 3.472 1.188
C 0.950620 2.261286 -0.218072 1.203 -0.638 -2.308
C -0.071049 1.304205 0.386934 -1.688 0.781 0.270
N 0.588183 -2.221719 0.630415 1.376 -0.923 1.726
N 2.226135 1.553802 -0.334606 -0.327 -1.265 -0.390
N 2.792282 -0.752548 0.039874 2.327 -2.643 -0.500
N 0.588740 0.064418 0.534511 3.684 1.978 -0.070
N 4.143939 -0.685836 -0.077684 0.901 1.007 0.698
O 4.760616 0.337792 0.319875 -0.819 -1.332 -0.681
O 4.747114 -1.698261 -0.466499 -0.814 0.769 0.189
S -1.447785 -1.343011 -0.628793 0.182 0.637 0.011
H 0.434094 -4.283564 0.186755 -0.736 0.864 0.449
H -1.769670 -3.616343 -1.150826 -1.175 -1.586 -0.818
H 0.699815 2.749198 -1.264573 0.018 -1.028 1.989
H 1.165957 3.015194 0.445485 0.072 2.288 1.403
H -0.528430 1.686611 1.402903 0.713 -0.672 -1.989
H -0.819149 1.237881 -0.409681 -0.767 -0.169 0.499
```
Positions in Å, forces in eV/Å.

Here are the Mulliken charges for atoms 1 to 6, given in e: -0.5142, -0.2605, 0.5846, 0.3560, -0.4474, -0.3740



Entry from the Open Molecules 2025 dataset: C20H28N2O2 in the gas phase in a non-equilibrium geometry (the ωB97M-V functional and the def2-TZVPD basis).

Properties
**Relative energy (zero: lowest compared OMol25 entry of this formula, charge and spin)**: 1829.9 kJ/mol
**LUMO energy**: 0.0105 Ha
**SMILES**: CCc1ccc(CN2C(=O)CC[C@@]2(C)C(=O)NC2CCCC2)cc1
**F_max**: 19.61 eV Å⁻¹
**Multiplicity**: 1
**Orbital gap**: 0.31162 Ha
**Total energy**: -28252.7504 eV
**Highest occupied orbital energy**: -8.193 eV

The geometry in XYZ format:
```
52
Properties=species:S:1:pos:R:3:forces:R:3
C -6.152713 -1.582170 2.334201 -3.595 -2.761 -5.891
H -6.436948 -1.289177 1.270295 -0.012 0.594 1.119
H -6.381043 -0.872937 2.982814 -0.216 3.503 2.893
H -6.965082 -2.333468 2.473311 0.785 0.019 0.255
C -4.863589 -2.155761 2.210966 5.836 -3.202 5.158
C -3.541410 -1.247075 2.051363 0.872 -4.833 1.141
C -3.619125 0.177899 1.768415 -3.876 -11.614 4.002
C -2.620485 0.683207 1.310593 10.119 5.034 -2.514
C -1.307559 0.147990 1.369885 -2.766 2.290 0.521
C -1.243150 -1.094349 1.804093 0.461 -3.959 0.872
C -2.197038 -2.057298 2.181888 -5.401 9.421 -2.247
H -2.089377 -3.051939 2.298325 0.295 -2.976 0.545
H -0.305537 -1.460816 1.699569 3.337 -1.390 0.251
C -0.122320 0.990379 1.195805 -14.818 11.036 -3.245
N -0.222739 1.568924 -0.332985 -0.292 5.381 11.445
C -0.532422 2.958240 -0.379882 -2.254 0.519 -2.579
O -0.965764 3.844244 0.401498 1.996 -3.543 -0.955
C -0.634179 3.159932 -1.917861 -1.873 -6.897 0.849
C 0.018178 1.764808 -2.500553 5.183 5.248 -1.717
H 1.209927 2.210407 -2.627230 -2.968 -1.338 -0.490
H -0.307332 1.480361 -3.542174 0.148 -0.268 1.654
C 0.257891 0.819756 -1.284521 -14.455 0.383 -6.163
C -0.950626 -0.301341 -1.580051 -1.993 2.108 1.114
H -0.644232 -0.722401 -2.441558 0.670 -1.141 -3.460
H -1.064020 -1.202562 -0.998475 0.211 0.322 1.157
H -2.048009 0.219187 -1.729096 2.967 -0.976 0.526
C 1.405544 0.303100 -1.382798 15.748 -11.461 2.296
O 1.648158 -1.147954 -1.668788 -1.256 8.504 0.933
N 2.503992 1.029982 -0.731692 -6.083 -2.376 -3.272
H 2.095646 1.913243 -0.399883 1.485 -0.399 0.188
C 3.795047 0.442981 -0.566134 -1.637 6.636 5.128
H 4.269798 1.422995 -0.290403 0.140 -0.705 1.512
C 3.927226 -0.648040 0.451766 4.507 3.550 -0.822
C 5.098392 -1.316591 -0.213648 4.280 -4.482 6.237
C 4.910082 -1.276779 -1.679155 -0.350 -3.685 0.698
H 4.080077 -2.151253 -1.800621 0.951 2.856 -0.331
H 5.698761 -1.711244 -2.354124 -0.232 1.161 0.911
C 4.587980 0.219342 -1.635340 -0.724 -4.964 -11.479
H 5.422781 0.702912 -2.006556 1.898 1.693 0.658
H 4.012367 0.171920 -2.641796 0.016 1.084 1.274
H 6.013505 -0.815089 0.269430 -0.790 -0.044 -1.547
H 5.338723 -2.394375 0.411037 -1.011 2.184 -2.152
H 3.126800 -1.166640 0.331816 -5.253 -3.614 0.130
H 4.106738 -0.144185 1.386535 -0.056 -0.701 0.674
H -1.637031 2.973148 -2.333638 -0.487 0.517 1.192
H -0.437409 4.083546 -2.202506 2.064 3.921 -1.725
H -0.185795 2.024242 1.825876 0.223 -2.625 -1.313
H 0.635767 0.603175 1.259058 14.471 -7.479 1.477
H -2.762944 1.663759 1.108219 0.342 3.381 -1.419
H -4.544577 0.415032 1.680798 -5.757 2.666 -0.352
H -4.658573 -2.652947 3.418845 -0.275 1.396 -2.930
H -4.722350 -3.198320 1.745065 -0.575 2.028 -0.209
```
Positions in Å, forces in eV/Å.

Here are the Mulliken charges for atoms 1 to 6, given in e: -1.6214, 0.3549, 0.4714, 0.3430, 0.0446, 0.7634